Entry 1:
Molecular formula: C4H15O2PPd
Method: DFT, ωB97M-V/def2-TZVPD

ORCA input file:
```
! wB97M-V def2-TZVPD RIJCOSX def2/J DEFGRID3
* xyz 0 3
Pd -0.41 0.62 1.24
H 2.27 -3.39 2.58
H 2.30 -3.55 1.85
P -0.15 0.30 -0.95
C -1.48 -0.32 -2.02
H -1.21 -0.24 -3.09
H -1.71 -1.37 -1.80
H -2.38 0.27 -1.86
C 0.50 1.78 -1.76
H 1.51 1.96 -1.34
H 0.56 1.66 -2.85
H -0.18 2.59 -1.49
C 1.16 -0.94 -1.24
H 0.84 -1.91 -0.84
H 1.43 -1.06 -2.30
H 2.05 -0.62 -0.69
C -2.04 -0.37 1.12
O -2.98 -1.07 1.10
H 0.53 2.19 1.55
H -0.27 2.44 1.40
O -0.31 0.37 3.47
H -0.13 1.09 4.10
H 0.11 -0.43 3.83
*
```

Computed properties:
**Gap between HOMO and LUMO (alpha / beta)**: 4.9 / 9.3 eV
**LUMO energy (alpha / beta)**: 0.0312 / -0.0030 Eh
**Molecular weight**: 232.56 u
**Energy**: -21250.837 eV



Entry 2:
Molecular formula: C4H15O7
Method: DFT, ωB97M-V/def2-TZVPD

ORCA input file:
```
! wB97M-V def2-TZVPD RIJCOSX def2/J DEFGRID3
* xyz -1 1
O -0.55 -0.66 2.32
C -0.65 0.49 1.78
O -1.66 1.19 1.70
C 0.64 1.08 1.16
C 0.48 1.46 -0.30
C 1.60 2.36 -0.80
O 0.42 0.30 -1.13
H 0.91 1.85 1.88
H 1.45 0.35 1.22
H -0.48 1.91 -0.41
H 2.56 1.88 -0.60
H 1.68 3.32 -0.28
H 1.51 2.52 -1.87
H 0.75 -0.55 -0.77
H -2.09 -1.29 1.99
H -3.38 -0.68 2.13
O -3.03 -1.52 1.79
H -1.93 -1.77 -1.30
H -2.79 -2.51 -0.33
O -2.23 -2.67 -1.11
H -0.45 -2.45 -0.03
H 0.21 -1.68 1.08
O 0.43 -2.14 0.23
H 1.74 0.34 -2.68
H 2.33 -1.02 -2.72
O 2.54 -0.12 -2.97
*
```

Computed properties:
**Gap between HOMO and LUMO**: 9.1 eV
**LUMO energy**: 0.1282 Eh
**Molecular weight**: 175.16 u
**Energy**: -18727.164 eV



Entry 3:
Molecular formula: C4H16B2CsO2S
Method: DFT, ωB97M-V/def2-TZVPD

ORCA input file:
```
! wB97M-V def2-TZVPD RIJCOSX def2/J DEFGRID3
* xyz -1 1
Cs 2.02 -1.88 -1.56
B 0.03 -3.26 0.87
H -0.10 -3.40 -0.31
H 0.80 -2.34 1.05
H -1.04 -2.98 1.37
H 0.48 -4.28 1.36
B -0.97 -1.96 -3.15
H -0.77 -3.12 -3.47
H 0.07 -1.38 -3.04
H -1.63 -1.38 -3.99
H -1.55 -1.97 -2.08
C -0.28 2.97 1.37
C -0.87 2.21 0.19
C -0.43 0.75 0.35
S 1.20 0.82 1.09
O 2.19 0.56 0.06
O 1.31 0.17 2.37
C 1.21 2.61 1.35
H -0.70 2.69 2.34
H -0.40 4.05 1.33
H -0.53 2.64 -0.76
H -1.96 2.20 0.17
H -0.39 0.19 -0.58
H -1.11 0.25 1.05
H 1.60 2.98 0.41
H 1.81 2.86 2.22
*
```

Computed properties:
**Gap between HOMO and LUMO**: 6.9 eV
**LUMO energy**: 0.0712 Eh
**Molecular weight**: 282.77 u
**Energy**: -21237.087 eV



Entry 4:
Molecular formula: C4H16BCl5CoCrN4O28
Method: DFT, ωB97M-V/def2-TZVPD

ORCA input file:
```
! wB97M-V def2-TZVPD RIJCOSX def2/J DEFGRID3
* xyz -1 9
Cr -0.17 -1.47 1.91
Co 1.58 0.31 -1.68
Cl 5.03 -1.26 -0.93
O 5.66 -0.95 0.31
O 4.94 -2.69 -0.96
O 3.70 -0.71 -0.79
O 5.73 -0.63 -2.02
Cl 2.53 -3.34 2.81
O 3.84 -2.83 2.43
O 2.69 -4.72 3.06
O 2.05 -2.73 3.96
O 1.60 -3.00 1.78
Cl 0.69 -2.81 -3.27
O -0.70 -2.89 -3.34
O 1.15 -3.69 -2.14
O 1.18 -3.23 -4.59
O 1.04 -1.46 -3.06
Cl 2.93 3.13 0.40
O 4.22 3.27 -0.25
O 2.21 4.33 0.76
O 2.17 2.24 -0.52
O 3.14 2.34 1.57
Cl 0.86 1.19 4.00
O 2.17 1.28 4.56
O 1.02 0.22 3.00
O -0.12 0.77 4.99
O 0.40 2.39 3.39
B 0.24 -0.42 -0.01
H 1.25 -0.34 0.36
H -0.03 -1.46 0.02
H -0.45 0.14 0.61
H 0.05 -0.04 -1.00
C -1.55 4.79 0.67
N -2.13 3.39 0.76
O -2.85 3.12 1.75
O -2.01 2.57 -0.12
H -1.87 5.24 -0.27
H -0.47 4.93 0.73
H -2.08 5.35 1.44
C -3.85 0.14 0.17
N -3.38 0.00 1.56
O -2.29 -0.56 1.88
O -4.16 0.35 2.40
H -4.60 -0.65 0.05
H -2.97 -0.03 -0.45
H -4.21 1.17 0.15
C -2.52 -4.31 -0.66
N -2.62 -3.35 0.56
O -3.70 -3.10 1.09
O -1.57 -2.98 1.05
H -1.56 -4.30 -1.18
H -3.23 -3.83 -1.33
H -2.85 -5.28 -0.28
C -1.43 2.64 -3.65
N -0.10 2.05 -3.58
O 0.37 1.76 -2.49
O 0.42 1.66 -4.61
H -1.83 2.29 -4.60
H -1.49 3.72 -3.52
H -2.08 2.28 -2.84
*
```

Computed properties:
**Gap between HOMO and LUMO (alpha / beta)**: 6.6 / 3.3 eV
**LUMO energy (alpha / beta)**: -0.0028 / -0.1261 Eh
**Molecular weight**: 867.18 u
**Energy**: -196979.939 eV



Entry 5:
Molecular formula: C4H16BInNO2S2
Method: DFT, ωB97M-V/def2-TZVPD

ORCA input file:
```
! wB97M-V def2-TZVPD RIJCOSX def2/J DEFGRID3
* xyz -1 1
C 0.88 0.12 -2.91
N 1.55 0.01 -1.61
C 2.06 1.29 -1.12
B 2.54 -1.09 -1.54
O 3.40 -1.28 -2.65
In 2.60 -2.39 0.37
S 0.26 -2.17 1.34
H 0.79 -0.87 -3.35
H -0.13 0.49 -2.76
H 1.41 0.75 -3.63
H 3.15 1.33 -1.08
H 1.69 2.12 -1.72
H 1.70 1.46 -0.10
H 2.95 -1.78 -3.36
H 2.98 -4.10 0.08
H 3.69 -1.62 1.56
H -0.14 -1.04 0.76
C -3.71 2.06 1.82
S -2.28 1.28 2.60
O -1.21 1.27 1.58
C -2.97 -0.37 2.68
H -3.45 3.10 1.62
H -3.92 1.55 0.88
H -4.56 2.01 2.49
H -3.22 -0.71 1.67
H -3.85 -0.37 3.32
H -2.20 -1.03 3.09
*
```

Computed properties:
**Gap between HOMO and LUMO**: 6.1 eV
**LUMO energy**: 0.0927 Eh
**Molecular weight**: 299.94 u
**Energy**: -37513.160 eV



Entry 6:
Molecular formula: C4H16BrN8O4V
Method: DFT, ωB97M-V/def2-TZVPD

ORCA input file:
```
! wB97M-V def2-TZVPD RIJCOSX def2/J DEFGRID3
* xyz 1 4
V 25.76 -8.14 10.57
Br 28.07 -7.05 10.52
C 26.67 -10.90 8.87
O 26.40 -9.82 9.40
N 25.74 -11.61 8.19
N 27.93 -11.37 8.85
H 25.98 -12.43 7.67
H 24.93 -11.08 7.90
H 28.53 -11.01 9.57
H 28.15 -12.25 8.40
C 24.79 -6.44 13.15
O 25.14 -6.72 12.00
N 25.23 -5.34 13.80
N 24.01 -7.29 13.87
H 24.82 -5.08 14.68
H 25.96 -4.80 13.37
H 23.71 -8.19 13.54
H 23.74 -7.06 14.81
C 25.54 -6.51 7.86
O 25.12 -6.84 8.97
N 25.76 -7.37 6.84
N 25.77 -5.23 7.56
H 25.50 -8.34 6.89
H 26.27 -7.01 6.05
H 25.79 -4.88 6.61
H 25.76 -4.60 8.34
C 25.73 -10.23 13.16
O 26.03 -9.61 12.15
N 26.57 -10.39 14.21
N 24.50 -10.80 13.28
H 27.55 -10.26 14.04
H 26.24 -10.89 15.01
H 23.93 -10.81 12.45
H 24.18 -11.24 14.12
*
```

Computed properties:
**Gap between HOMO and LUMO (alpha / beta)**: 7.3 / 8.0 eV
**LUMO energy (alpha / beta)**: -0.0912 / -0.0909 Eh
**Molecular weight**: 371.07 u
**Energy**: -120250.421 eV